[1]
C7H12N2O2 | ωB97M-V with the def2-TZVPD basis set

Computed properties:
Largest force on an atom: 4.1 eV Å⁻¹
Spin multiplicity: 3
E_tot: -14522.8835 eV
ΔE to the lowest compared entry with this formula, charge and spin: 11.4 kcal per mole
HOMO-LUMO gap (spin up / spin down): 8.371 / 7.594 eV
<S²>: 2.014

Last column: Löwdin spin population.
Element x y z (Å)
C1 -1.09 1.48 -0.88  0.115
H1 2.78 -2.15 -0.01  0.003
C2 -0.57 1.22 1.61  0.009
H2 -0.72 0.75 2.47  0.000
C3 -1.06 -1.99 0.36  0.001
C4 -1.06 0.43 0.39  0.055
H3 1.46 -2.69 -1.11  -0.003
C5 0.03 2.34 -1.28  0.706
H4 -1.10 2.17 1.59  0.001
H5 1.31 -3.03 0.70  0.003
H6 0.76 1.87 -2.02  0.026
H7 -0.46 -2.91 0.38  0.000
H8 -2.10 0.12 0.56  0.000
H9 0.49 1.36 1.52  0.004
H10 -1.89 2.25 -0.72  0.016
C6 1.67 -2.23 -0.04  0.011
O1 -2.21 -2.12 0.72  -0.002
N1 -0.39 -0.83 0.06  0.003
O2 2.69 0.48 -0.90  0.582
C7 1.06 -0.90 -0.10  0.031
H11 -1.38 0.87 -1.86  0.014
H12 0.25 3.33 -0.79  0.037
N2 1.52 0.17 -0.64  0.388

[2]
C7H12N2O4S2 | ωB97M-V with the def2-TZVPD basis set

Computed properties:
Largest force on an atom: 4.8 eV Å⁻¹
Spin multiplicity: 1
E_tot: -40290.5086 eV
ΔE to the lowest compared entry with this formula, charge and spin: 41.6 kcal per mole
HOMO-LUMO gap: 8.112 eV
Structure (SMILES): C=C/C(=C/C)OSC(=C(N)N)S(=O)(=O)O

Last column: Löwdin charge in e.
Element x y z (Å)
H1 2.51 2.83 0.29  0.014
C1 1.42 2.15 -1.28  -0.124
H2 3.03 3.21 -1.49  0.042
H3 -1.70 0.25 0.44  0.049
C2 0.24 1.66 -0.51  -0.480
C3 0.45 -0.79 0.81  -0.603
O1 0.67 -1.56 -1.74  -0.321
C4 -2.07 0.57 -0.53  -0.048
H4 -2.51 -0.15 -1.16  0.062
C5 -0.81 1.13 -1.18  -0.070
N1 -0.79 -2.80 0.78  0.189
O2 2.06 -2.79 -0.24  -0.180
S1 1.50 -1.21 -0.59  0.658
C6 -0.39 -1.68 1.40  -0.535
H5 -1.68 -1.79 3.05  0.142
H6 -0.36 -0.74 3.17  0.074
H7 1.65 1.86 -2.28  0.103
H8 -2.73 1.45 -0.37  0.093
H9 -0.74 1.05 -2.22  0.096
H10 2.93 -2.64 -0.57  0.037
O3 0.23 1.80 0.81  -0.363
S2 1.13 0.57 1.59  1.038
C7 2.44 2.84 -0.71  0.044
H11 -0.48 -2.84 -0.17  0.076
H12 -0.76 -3.70 1.26  0.134
O4 2.54 -0.28 -0.94  -0.287
N2 -0.82 -1.42 2.61  0.161

[3]
C7H12N2OSi | ωB97M-V with the def2-TZVPD basis set

Computed properties:
Largest force on an atom: 4.1 eV Å⁻¹
Spin multiplicity: 1
E_tot: -20355.8607 eV
ΔE to the lowest compared entry with this formula, charge and spin: 73.3 kcal per mole
HOMO-LUMO gap: 8.728 eV
Structure (SMILES): CC1(C)Oc2ccnn2C[SiH2]1

Last column: Löwdin charge in e.
Element x y z (Å)
H1 0.43 -1.47 1.68  0.095
H2 -1.32 -1.66 -2.89  0.094
Si1 0.10 1.52 1.13  0.813
C1 1.01 0.07 0.12  -0.420
H3 -2.11 0.58 1.50  0.061
C2 -3.14 -0.93 -1.75  -0.180
O1 0.08 0.35 -1.35  -0.051
H4 2.87 -0.65 -0.40  0.077
H5 0.35 1.72 2.57  -0.042
H6 2.90 0.97 0.15  0.083
C3 0.77 -1.36 0.62  -0.062
N1 -3.30 -0.11 -0.74  0.048
H7 1.61 -2.09 0.19  0.136
C4 -1.78 1.17 0.67  -0.224
N2 -2.13 0.44 -0.52  -0.162
H8 0.44 2.68 0.37  -0.042
C5 -1.81 -1.00 -2.19  0.012
C6 -1.15 -0.04 -1.36  -0.411
H9 -0.18 -1.62 0.23  0.044
H10 2.34 0.59 -1.43  0.051
C7 2.34 0.29 -0.47  -0.084
H11 -4.04 -1.39 -2.05  0.083
H12 -2.40 2.07 0.71  0.083

[4]
C7H12N2PS | ωB97M-V with the def2-TZVPD basis set

Computed properties:
Largest force on an atom: 3.6 eV Å⁻¹
Spin multiplicity: 1
E_tot: -30549.2406 eV
ΔE to the lowest compared entry with this formula, charge and spin: 0.1 kcal per mole
HOMO-LUMO gap: 8.144 eV
Total charge: +1

Last column: Löwdin charge in e.
Element x y z (Å)
H1 -0.53 -3.53 -2.06  0.087
H2 0.31 2.49 2.86  0.106
C1 0.37 -1.80 -1.14  -0.351
H3 1.61 3.31 0.04  0.075
H4 2.11 2.95 1.61  0.112
N1 0.53 1.76 0.96  -0.167
H5 -2.84 -2.79 -0.58  -0.039
C2 1.73 2.51 0.68  -0.101
H6 2.03 -1.60 -2.54  0.146
H7 -0.81 1.14 2.51  0.100
H8 0.23 -3.80 -0.46  0.108
C3 -0.33 2.03 2.08  -0.013
P1 -2.06 -2.23 0.57  0.914
H9 -1.14 2.74 1.84  0.114
S1 1.65 0.55 -1.18  1.111
C4 1.30 -1.08 -1.79  -0.267
N2 -0.59 -0.10 0.31  0.047
H10 1.06 -3.55 -2.01  0.053
H11 2.60 1.95 0.20  0.062
C5 0.28 -3.25 -1.43  -0.071
C6 -0.66 -1.30 -0.22  -0.444
H12 -2.88 -1.17 0.91  -0.101
C7 0.43 0.70 0.15  -0.482

[5]
C7H12N3 | ωB97M-V with the def2-TZVPD basis set

Computed properties:
Largest force on an atom: 3.5 eV Å⁻¹
Spin multiplicity: 1
E_tot: -11913.3565 eV
ΔE to the lowest compared entry with this formula, charge and spin: 119.6 kcal per mole
HOMO-LUMO gap: 6.515 eV
Structure (SMILES): CN/C=N\CCC#CC=[NH2+]
Total charge: +1

Last column: Löwdin charge in e.
Element x y z (Å)
N1 -0.73 0.00 0.77  0.021
C1 2.65 0.75 -0.24  0.045
H1 5.51 -0.26 1.01  0.145
H2 -0.19 1.49 -1.81  0.176
N2 -2.38 -1.05 -0.59  -0.056
H3 4.39 1.51 0.04  0.139
C2 -1.36 -0.96 0.28  -0.287
H4 4.11 -1.28 0.91  0.126
H5 -1.17 2.05 0.95  0.118
H6 0.59 2.72 -0.50  0.129
C3 1.50 1.02 -0.54  0.060
C4 -3.53 -1.82 -0.10  -0.062
H7 -1.17 -1.95 0.68  0.128
H8 -3.71 -1.38 0.89  0.094
H9 -1.97 1.17 -0.34  0.105
H10 -4.34 -1.90 -0.77  0.076
H11 -2.69 -0.32 -1.18  0.093
C5 0.24 1.70 -0.73  -0.111
C6 -1.01 1.26 0.22  -0.213
H12 -3.29 -2.87 0.15  0.088
N3 4.60 -0.47 0.66  0.240
C7 3.93 0.59 0.24  -0.056

[6]
C7H12N3O2 | ωB97M-V with the def2-TZVPD basis set

Computed properties:
Largest force on an atom: 3.8 eV Å⁻¹
Spin multiplicity: 1
E_tot: -16008.2045 eV
ΔE to the lowest compared entry with this formula, charge and spin: 86.3 kcal per mole
HOMO-LUMO gap: 9.429 eV
Structure (SMILES): CNc1c([N+](C)(C)N)c(=O)c1=O
Total charge: +1

Last column: Löwdin charge in e.
Element x y z (Å)
H1 2.12 -3.24 0.63  0.064
H2 -1.06 2.12 1.42  0.119
C1 0.18 0.74 0.05  -0.042
H3 3.11 -1.83 0.43  0.071
N1 -1.28 0.65 -0.14  -0.306
H4 0.28 -2.24 -0.25  0.133
H5 -2.94 -0.72 -0.31  0.125
O1 1.36 2.94 0.46  0.142
C2 1.27 1.75 0.25  -0.282
C3 2.36 -2.45 0.01  -0.021
H6 -1.05 1.50 -2.18  0.165
C4 -1.86 -0.72 -0.27  0.018
H7 2.88 -2.99 -0.92  0.150
O2 3.40 0.58 -0.02  0.227
N2 1.13 -1.68 -0.20  0.053
C5 2.24 0.62 0.11  -0.286
N3 -1.76 1.42 -1.34  0.107
C6 -1.84 1.35 1.12  0.041
H8 -1.52 -1.14 -1.15  0.082
H9 -1.87 2.47 -1.11  0.143
H10 -2.87 1.87 0.90  0.148
H11 -1.54 -1.27 0.59  0.101
H12 -1.87 0.61 1.96  0.121
C7 1.11 -0.36 -0.05  -0.073

[7]
C7H12N4OS | ωB97M-V with the def2-TZVPD basis set

Computed properties:
Largest force on an atom: 7.0 eV Å⁻¹
Spin multiplicity: 1
E_tot: -26291.5980 eV
ΔE to the lowest compared entry with this formula, charge and spin: 95.0 kcal per mole
HOMO-LUMO gap: 7.460 eV

Last column: Löwdin charge in e.
Element x y z (Å)
C1 -4.41 0.67 -0.27  -0.088
H1 1.82 1.64 -1.85  0.049
H2 4.77 -0.52 0.22  0.083
N1 1.82 -0.70 0.66  -0.093
H3 -1.18 1.30 -0.13  0.087
H4 -5.24 -1.32 -0.07  0.087
H5 3.47 -0.46 -1.08  0.054
H6 -3.22 2.45 -0.07  0.108
H7 -3.17 -2.59 -0.13  0.144
S1 0.50 -1.17 -0.96  0.918
H8 4.20 -2.00 -0.66  0.121
H9 2.40 2.92 -1.45  -0.057
C2 -2.02 0.65 -0.23  -0.058
C3 -2.00 -0.73 -0.26  -0.383
N2 0.41 0.18 -1.66  -0.322
H10 1.12 0.28 -2.34  -0.037
O1 2.72 2.12 -1.61  -0.051
C4 -4.37 -0.72 -0.14  -0.083
N3 2.94 -1.20 0.85  -0.075
N4 -0.80 -1.43 -0.18  -0.282
C5 -3.23 1.36 -0.12  -0.080
C6 -3.18 -1.43 -0.15  -0.049
C7 3.87 -0.97 -0.20  -0.130
H11 1.13 -0.98 1.35  0.066
H12 -5.25 1.16 -0.59  0.073

[8]
C7H12N4S2 | ωB97M-V with the def2-TZVPD basis set

Computed properties:
Largest force on an atom: 3.6 eV Å⁻¹
Spin multiplicity: 1
E_tot: -35083.7316 eV
ΔE to the lowest compared entry with this formula, charge and spin: 0.0 kcal per mole
HOMO-LUMO gap: 8.546 eV

Last column: Löwdin charge in e.
Element x y z (Å)
H1 4.45 0.03 -1.73  0.049
C1 2.04 0.82 -0.54  -0.028
C2 -3.85 -1.23 0.78  -0.149
C3 -2.55 0.84 0.87  -0.093
S1 0.81 -2.80 -1.06  0.880
H2 4.77 -1.58 -2.15  0.084
H3 -1.54 1.38 1.02  0.106
H4 -3.26 1.20 1.60  0.070
H5 2.79 1.06 0.17  0.085
S2 -1.68 -2.82 -0.35  0.619
C4 -1.54 -1.19 0.20  -0.709
H6 -4.54 -0.83 1.47  0.066
H7 4.86 -1.01 -0.47  0.110
H8 -4.35 -1.24 -0.26  0.124
N1 2.42 -2.55 -1.53  -0.221
N2 -0.42 -0.48 -0.08  0.044
C5 2.82 -1.43 -1.22  -0.472
N3 -2.58 -0.60 0.92  -0.234
N4 1.85 -0.59 -0.59  -0.090
H9 -2.89 1.18 -0.17  0.109
H10 -3.64 -2.26 1.09  0.041
H11 2.41 1.26 -1.50  0.110
H12 1.02 1.18 -0.44  0.083
C6 4.24 -0.97 -1.42  -0.018
C7 0.62 -1.11 -0.51  -0.566

[9]
C7H12N7O | ωB97M-V with the def2-TZVPD basis set

Computed properties:
Largest force on an atom: 6.6 eV Å⁻¹
Spin multiplicity: 1
E_tot: -19924.6947 eV
ΔE to the lowest compared entry with this formula, charge and spin: 18.5 kcal per mole
HOMO-LUMO gap: 9.405 eV
Structure (SMILES): CO[C@]1(N)NC(=[NH2+])Nc2c(N)ncnc21
Total charge: +1

Last column: Löwdin charge in e.
Element x y z (Å)
C1 2.69 -2.01 0.51  -0.181
C2 2.69 0.21 -0.23  -0.280
N1 3.36 -0.95 0.04  0.142
O1 -1.42 -1.74 -0.26  -0.100
H1 3.24 -3.02 0.57  0.151
C3 -0.74 -1.56 -1.53  -0.002
H2 4.26 1.00 -1.01  0.069
N2 0.48 1.44 0.02  0.172
N3 -1.42 2.69 0.33  0.196
H3 -0.78 -1.61 2.66  0.106
C4 0.77 -0.89 0.62  -0.111
N4 -1.56 0.41 0.36  0.196
H4 -2.44 0.61 0.76  0.126
C5 -0.80 1.54 0.30  -0.396
N5 1.43 -1.99 0.90  0.124
H5 -2.48 2.65 0.32  0.173
H6 -1.22 -2.30 -2.19  0.118
H7 0.32 -1.63 -1.30  0.071
N6 -1.47 -1.34 1.98  0.156
H8 1.01 2.21 -0.46  0.184
C6 1.31 0.30 0.15  -0.113
H9 -2.33 -1.95 1.93  0.161
H10 -0.97 3.57 -0.06  0.172
H11 3.30 2.13 -0.61  0.104
N7 3.34 1.18 -0.92  0.170
H12 -0.87 -0.50 -1.76  0.088
C7 -1.03 -0.97 0.79  -0.496

[10]
C7H12NO | ωB97M-V with the def2-TZVPD basis set

Computed properties:
Largest force on an atom: 4.6 eV Å⁻¹
Spin multiplicity: 1
E_tot: -10978.3788 eV
ΔE to the lowest compared entry with this formula, charge and spin: 139.4 kcal per mole
HOMO-LUMO gap: 9.579 eV
Structure (SMILES): CC/C=[N+](\O)CC1=CC1
Total charge: +1

Last column: Löwdin charge in e.
Element x y z (Å)
H1 -2.51 -0.42 1.34  0.085
C1 1.78 1.36 -0.06  -0.170
C2 2.09 -0.04 -0.34  -0.015
H2 -1.92 -1.21 -1.47  0.181
C3 0.81 2.32 0.77  -0.037
H3 2.69 -0.78 0.25  0.156
H4 -1.43 -2.45 -0.07  0.172
H5 2.55 -0.23 -1.40  0.186
C4 -2.84 -0.72 0.36  -0.069
C5 -0.38 -0.60 -0.21  -0.022
H6 -3.24 0.20 0.07  0.076
H7 0.60 -2.87 -0.18  0.104
H8 -0.63 0.41 0.04  0.130
C6 2.10 2.60 -0.02  0.039
N1 0.85 -0.89 -0.36  -0.074
O1 1.12 -2.22 -0.61  0.095
C7 -1.63 -1.30 -0.36  -0.176
H9 -3.53 -1.49 0.50  0.074
H10 2.75 3.45 -0.41  0.146
H11 -0.15 2.58 0.36  0.080
H12 0.91 2.31 1.77  0.042

[11]
C7H12NO | ωB97M-V with the def2-TZVPD basis set

Computed properties:
Largest force on an atom: 3.4 eV Å⁻¹
Spin multiplicity: 1
E_tot: -10981.0230 eV
ΔE to the lowest compared entry with this formula, charge and spin: 78.5 kcal per mole
HOMO-LUMO gap: 8.236 eV
Structure (SMILES): CCC(=C=[NH2+])C/C=C/O
Total charge: +1

Last column: Löwdin charge in e.
Element x y z (Å)
C1 -1.74 -1.22 0.02  -0.099
H1 -2.14 -2.20 0.05  0.118
N1 -0.24 2.28 -0.09  0.278
C2 -0.13 1.07 0.02  -0.023
C3 1.97 0.09 0.67  -0.101
H2 3.86 -0.18 -0.34  0.087
C4 0.44 -0.06 0.23  -0.123
H3 2.05 -0.45 1.60  0.127
O1 -3.89 -0.12 -0.32  0.051
H4 2.10 1.14 0.91  0.107
C5 -0.31 -1.34 0.20  -0.136
H5 -0.47 2.86 0.66  0.149
H6 -0.20 2.72 -0.97  0.157
H7 -0.09 -2.08 -0.51  0.130
H8 2.74 0.63 -1.28  0.054
C6 2.83 -0.09 -0.58  -0.052
H9 -2.15 0.79 0.00  0.103
H10 2.51 -0.97 -1.05  0.068
H11 -4.47 -0.93 -0.30  0.159
H12 -0.11 -1.74 1.22  0.158
C7 -2.58 -0.20 -0.14  -0.215

Molecular weight list, top to bottom, in Da: 156.2, 252.3, 168.3, 187.2, 138.2, 170.2, 200.3, 216.3, 210.2, 126.2, 126.2